Computed, not measured: the molecule C6H13N, with ωB97M-V/def2-TZVPD.

Each line ends with the natural charge from an NBO analysis.
Cartesian coordinates (Å):
C (-0.869644, -1.650459, 0.850558)  -0.636
C (-0.587531, -0.450167, 1.761639)  -0.406
C (-0.391216, 0.901905, 1.012979)  -0.406
C (0.303407, 0.813731, -0.327296)  -0.077
C (-0.429840, 0.937317, -1.433717)  -0.004
N (0.066916, 0.769832, -2.764216)  -0.820
C (1.699291, 0.274784, -0.294822)  -0.662
H (-0.184203, -2.487990, 1.041996)  0.207
H (-1.777605, -2.159206, 1.115132)  0.212
H (-0.791008, -1.349360, -0.189529)  0.218
H (0.333288, -0.559251, 2.331027)  0.198
H (-1.419002, -0.304836, 2.427098)  0.209
H (-1.316912, 1.461044, 0.880824)  0.203
H (0.182870, 1.569888, 1.647308)  0.199
H (-1.480428, 1.198143, -1.419544)  0.188
H (0.969846, 0.316678, -2.714055)  0.360
H (-0.575475, 0.191117, -3.288432)  0.366
H (2.165035, 0.716554, 0.596409)  0.217
H (2.322871, 0.606710, -1.126814)  0.214
H (1.779339, -0.796433, -0.106544)  0.221

Atoms 1-2, force components in eV/Å:
C 0.90 -0.52 0.71
C 0.45 0.63 -0.79

As for the largest force on an atom: 1.34 eV Å⁻¹. For the LUMO energy, the calculation gives 0.995 eV. The energy relative to the best compared isomer or geometry (same formula, charge and spin) is 61.1 kJ/mol. For the HOMO energy, the calculation gives -8.0460 eV. The value obtained for the orbital gap is 9.0 eV. The value obtained for the energy is -7922.1999 eV.